No. 1
# C21H15MnN5O2S3

C21H15MnN5O2S3 as an isolated structure at a distorted geometry (ωB97M-V/def2-TZVPD, OMol25).

```
47
Properties=species:S:1:pos:R:3:forces:R:3:mulliken_spin:R:1
Mn -0.1603 -0.3984 0.1539 -0.131 -1.274 0.270 4.74
S -1.5518 -5.3914 0.0191 -0.363 0.191 0.015 0.00
S -0.5017 -2.5904 0.4097 -0.632 -1.398 0.290 0.04
S -1.0697 -8.2809 -0.2325 -0.163 0.041 -0.001 0.00
O 1.7481 -0.0726 0.2443 1.027 0.377 0.097 0.08
O 3.3986 3.6939 -0.3041 0.011 0.033 -0.008 0.00
N 0.7915 -6.2513 0.0449 0.249 0.131 0.023 0.00
N 0.0184 1.4716 -0.6178 2.073 -0.154 0.304 0.04
N 1.2676 2.0036 -0.6645 0.580 -0.517 -0.075 0.00
N -2.1843 0.2125 0.0461 -0.584 0.296 0.088 0.04
N 0.9195 -4.8734 0.1925 0.241 -0.350 -0.020 0.02
C 2.0375 -6.9776 0.0399 -0.116 0.150 0.008 0.00
C 6.3625 1.5669 -0.2279 0.053 -0.069 0.001 0.00
C 3.5819 1.3151 -0.2133 -0.080 0.188 -0.051 0.01
C 2.1214 1.0658 -0.2062 -0.357 0.545 -0.179 -0.03
C 2.0853 -8.3547 -0.1326 0.020 -0.180 -0.038 0.00
C -2.2953 1.4196 -0.5357 0.526 0.482 -0.231 0.01
C -0.4753 -6.7457 -0.0611 0.243 0.049 0.014 0.00
C -4.6766 1.2727 -0.4844 -0.030 0.344 -0.164 0.01
C 4.4100 0.1934 -0.1413 0.083 -0.006 -0.008 0.00
C 3.3135 -9.0066 -0.1284 -0.033 0.003 -0.005 0.00
C 5.5641 2.6928 -0.2794 -0.023 0.027 -0.010 0.00
C 3.2266 -6.2650 0.2126 -0.037 0.043 0.015 0.00
C 5.7877 0.3039 -0.1570 -0.026 0.010 -0.002 0.00
C -4.5626 0.0415 0.1179 0.058 -0.304 0.129 0.00
C -0.2204 -4.2924 0.2009 0.059 0.138 -0.099 0.00
C 4.4949 -8.3092 0.0428 -0.016 0.067 0.008 0.00
C 4.4402 -6.9315 0.2127 -0.030 -0.011 -0.005 0.00
C 4.1748 2.5827 -0.2760 0.028 0.000 -0.014 0.00
C -1.0119 2.1360 -0.8205 -2.130 0.923 -0.327 0.03
C -3.5225 1.9718 -0.8143 -0.382 0.365 -0.184 0.00
C -3.2916 -0.4562 0.3596 0.019 -0.163 0.049 0.02
H 6.4069 -0.5819 -0.1113 -0.013 0.022 -0.005 0.00
H 1.1781 -8.9207 -0.2700 0.143 0.063 0.018 0.00
H -5.6535 1.6893 -0.6984 0.067 0.023 0.001 0.00
H -0.9660 3.1764 -1.1371 -0.232 0.005 0.071 0.00
H -5.4320 -0.5355 0.4004 0.040 -0.003 -0.007 0.00
H 3.1934 -5.1960 0.3465 -0.006 0.001 -0.002 0.00
H 5.3520 -6.3630 0.3479 -0.027 -0.005 -0.001 0.00
H 7.4405 1.6764 -0.2402 -0.043 0.002 0.010 0.00
H -3.1362 -1.4258 0.8161 0.005 -0.016 -0.014 -0.01
H 3.9703 4.4697 -0.3288 -0.013 -0.041 0.010 0.00
H 3.3312 -10.0808 -0.2635 -0.009 0.016 0.000 0.00
H 5.4452 -8.8272 0.0441 -0.006 0.012 0.002 0.00
H -3.5654 2.9470 -1.2852 -0.058 -0.072 0.023 0.00
H 3.9341 -0.7757 -0.0787 0.024 0.022 0.011 0.00
H 6.0138 3.6795 -0.3205 -0.008 -0.009 -0.004 0.00
```
Positions in Å, forces in eV/Å.

As for the expectation value of S²: 8.76. The calculation puts the HOMO energy (alpha / beta) at -0.278 / -0.281 Ha. Its spin multiplicity is 6.

No. 2
# C3H4NO

An isolated ion of composition C3H4NO and charge +1 at a distorted geometry (ωB97M-V/def2-TZVPD, OMol25).

```
9
Properties=species:S:1:pos:R:3:forces:R:3:mulliken_spin:R:1
O -1.9700 0.7790 -0.1274 -3.392 8.315 -2.740 0.93
N 0.9372 0.3852 -0.0203 4.452 2.413 1.280 0.00
C 0.0567 -0.6445 -0.1376 -4.803 0.258 -1.498 0.17
C -1.5134 -0.2395 0.1833 4.920 -8.265 3.069 0.69
C 1.8689 1.0702 0.0511 -2.393 -0.625 -0.122 0.08
H 0.2173 -1.5156 0.4812 0.609 -0.155 -0.306 0.01
H -2.0462 -1.0399 0.6743 -0.215 -0.296 0.327 0.10
H 2.6072 1.8709 0.1135 -0.134 -0.444 -0.056 0.01
H -0.1578 -0.6658 -1.2182 0.956 -1.201 0.046 0.03
```
Positions in Å, forces in eV/Å.

As for the expectation value of S²: 2.01. The calculation puts the HOMO energy (alpha / beta) at -0.399 / -0.665 Ha. Its spin multiplicity is 3. The net charge is +1.

No. 3
# CH5NO2P

A 2-piece molecular cluster, CH5NO2P overall at a distorted geometry (ωB97M-V/def2-TZVPD, OMol25).

```
10
Properties=species:S:1:pos:R:3:forces:R:3:nbo_charge:R:1
P -0.4875 -1.2275 1.1703 0.880 2.984 -0.773 2.09
O 0.8511 -0.6297 0.7411 -1.435 -1.338 -0.264 -1.14
O -0.7313 -1.3002 2.6229 -0.335 -0.861 0.576 -1.12
N 1.9150 1.8784 -1.2924 -0.270 -2.073 -0.920 -1.10
C -1.8474 -1.0600 0.1265 -2.090 -2.287 3.306 -1.21
H 2.0539 2.5430 -0.5751 0.147 0.449 1.110 0.35
H 1.8341 0.9163 -0.8967 0.567 0.980 0.274 0.40
H 0.9583 1.9729 -1.5811 -0.516 0.552 -0.349 0.35
H -1.7413 -1.3746 -0.8489 0.671 -0.230 -2.366 0.19
H -2.8048 -1.7186 0.5335 2.380 1.823 -0.594 0.19
```
Positions in Å, forces in eV/Å.

The calculation puts the HOMO energy at -0.146 Ha. The net charge is -1.

No. 4
# C6H10N5

An isolated ion of composition C6H10N5 and charge +1 at a distorted geometry (ωB97M-V/def2-TZVPD, OMol25).

```
21
Properties=species:S:1:pos:R:3:forces:R:3:mulliken_spin:R:1
N -3.3350 -0.3896 -0.7947 1.470 0.179 0.815 0.01
N 3.3396 0.8567 0.0175 1.303 2.099 -0.570 0.24
N -0.3978 1.5156 0.3823 -1.343 -2.661 -0.216 -0.02
N -0.0132 -0.7239 0.3975 -1.123 0.101 0.688 0.08
N 2.2045 0.2864 -0.3379 -1.592 -2.737 0.369 0.59
C 0.8890 -1.6437 -0.0870 0.623 -0.529 -0.177 0.40
C -1.7108 1.3541 -0.2470 -0.884 -2.363 1.463 0.05
C 2.1128 -1.0615 -0.4171 1.341 0.037 -0.127 -0.13
C 0.4070 0.5091 0.5815 1.009 2.736 -0.307 0.75
C -2.3090 -0.0806 -0.0989 0.296 -0.431 -0.653 0.00
C -1.3796 -0.9174 0.8463 -1.641 2.748 -0.650 0.02
H -1.6236 -1.9155 0.8527 -0.568 -2.313 0.155 0.00
H -1.7100 1.5210 -1.2642 0.434 0.630 -2.277 0.00
H 3.1201 -1.4982 -0.6134 -1.342 -0.676 -0.048 0.01
H 4.2462 0.4471 -0.1937 -0.211 -1.190 -0.046 0.01
H 3.4175 1.7531 -0.4476 -0.310 0.600 0.522 0.01
H -2.4005 2.0106 0.1946 -0.817 1.130 0.690 0.00
H -1.5745 -0.4207 1.8377 0.689 -0.862 -0.549 0.00
H 0.4292 -2.6475 -0.2015 1.226 0.635 -0.035 0.01
H -0.0892 2.4230 0.3604 1.259 2.397 0.541 0.00
H -3.6229 -1.3780 -0.7677 0.180 0.470 0.412 0.00
```
Positions in Å, forces in eV/Å.

As for the expectation value of S²: 2.05. The calculation puts the HOMO energy (alpha / beta) at -0.400 / -0.484 Ha. Its spin multiplicity is 3. The net charge is +1.

No. 5
# CHN3O4S

A 2-piece molecular cluster, CHN3O4S overall at a distorted geometry (ωB97M-V/def2-TZVPD, OMol25).

```
10
Properties=species:S:1:pos:R:3:forces:R:3:nbo_charge:R:1
S 2.3637 0.9843 -0.5054 -2.389 1.626 -0.827 1.25
O 3.5796 0.3322 -0.1708 1.883 -1.224 0.670 -0.78
O -2.7841 0.3384 -0.6741 1.162 -1.108 -2.159 -0.49
O -2.0936 0.9466 1.2691 -1.492 -0.237 -1.919 -0.37
O -0.1724 0.1005 -0.4829 1.945 0.340 -0.049 -0.38
N 1.4744 -2.3038 0.8112 0.376 -0.315 0.121 -0.20
N -3.0077 0.9127 0.4587 0.912 0.988 3.347 0.36
N 1.0667 -0.0918 -0.2048 -0.898 0.981 -0.799 -0.22
C 1.3999 -1.2654 0.3309 -0.244 -1.477 0.730 0.34
H -1.8265 0.0464 -0.8319 -1.256 0.427 0.886 0.49
```
Positions in Å, forces in eV/Å.

The calculation puts the HOMO energy (alpha / beta) at -0.371 / -0.373 Ha.

No. 6
# C24H34N2O5

C24H34N2O5 as an isolated structure at a distorted geometry (ωB97M-V/def2-TZVPD, OMol25).

```
65
Properties=species:S:1:pos:R:3:forces:R:3:nbo_charge:R:1
O -3.6107 -2.7204 0.2818 -6.052 -10.216 -1.519 -0.48
O 2.7185 1.7028 -0.0869 0.885 -2.849 0.378 -0.54
O -1.3313 1.1369 -4.0836 -1.726 1.067 -1.392 -0.59
O 1.7311 -1.1918 -2.5811 -1.842 -4.948 1.150 -0.61
O -0.5745 0.4849 5.1724 -1.229 -1.146 -2.000 -0.69
N -1.4673 -1.0565 3.9033 -3.962 -6.019 -5.086 -0.43
N 2.9775 0.5933 -2.7567 4.695 -9.667 1.508 -0.44
C 2.6182 0.3900 2.2059 -0.629 2.357 -6.407 -0.30
C -1.6573 -1.6115 2.5264 -2.238 -5.245 6.203 -0.17
C -3.9230 -0.8883 4.1388 1.911 -10.342 0.521 -0.43
C 2.1093 1.0765 0.9796 -4.220 3.584 2.235 0.34
C -3.0597 0.1394 -1.0364 2.342 4.829 1.580 -0.61
C 0.7591 0.9617 -3.4845 7.616 -1.078 -1.547 -0.48
C 0.6487 1.6904 1.0471 2.417 -4.362 0.108 -0.23
C -2.5530 -1.3436 4.6935 -1.253 -4.190 6.220 -0.16
C 1.8358 -0.0682 -2.8397 0.086 6.414 -3.364 0.71
C -2.8225 -0.9827 2.0118 -4.161 -13.551 -2.485 -0.40
C -0.2301 1.1101 2.0156 3.308 2.519 1.031 -0.25
C -2.5754 0.7097 -4.8636 5.856 -0.175 1.935 -0.24
C 1.7494 -0.0409 3.1004 -5.690 3.394 0.244 -0.19
C 3.5824 1.7508 -2.6937 3.513 3.299 0.501 -0.20
C -0.2091 0.1811 -4.0268 -8.898 -0.867 1.734 -0.08
C 4.5858 1.8727 -1.3596 3.359 6.954 -10.102 -0.41
C -3.1475 -1.7593 0.5242 8.918 11.469 2.518 0.68
C -2.3054 -0.9875 -0.4676 3.327 -1.013 -2.471 -0.54
C 4.1408 -0.3590 -0.6487 1.682 -3.302 3.106 -0.47
C -0.6972 -0.1286 4.0095 8.197 8.943 8.393 0.61
C 4.1736 -0.6904 -2.1678 -4.041 10.733 6.486 -0.13
C -3.8788 -1.6818 2.7573 -8.971 2.303 2.088 -0.39
C 0.4086 0.4907 3.2322 -2.133 -1.939 -6.623 -0.02
C 4.1077 1.0777 -0.4173 -2.522 1.315 9.536 0.00
H -2.5639 -2.7565 4.8339 -0.107 4.113 -0.635 0.15
H 5.1918 -0.7038 -0.0452 -2.287 0.713 -2.088 0.23
H -3.2644 1.4395 -4.8350 -2.011 2.867 -0.323 0.19
H -3.8619 0.0494 4.0640 -0.220 7.560 -0.983 0.19
H 0.0034 -0.1673 -4.9394 0.834 -1.535 -3.654 0.17
H -0.9109 -1.3604 2.0368 7.430 1.930 -4.495 0.20
H 4.2578 2.0122 -3.5337 -0.421 -0.242 -0.068 0.17
H -2.0107 -1.7189 -1.3930 -0.583 1.501 2.224 0.22
H 3.5648 0.0260 2.0521 2.318 -0.909 0.515 0.21
H -3.3161 0.9668 -0.2149 -0.012 -1.877 -1.576 0.19
H 5.6635 1.5423 -1.8580 -2.610 0.811 1.760 0.23
H -2.4360 0.7553 -1.7509 -0.404 -0.776 0.614 0.24
H -5.0879 -1.2351 2.2745 3.352 -1.622 0.937 0.18
H 1.2918 1.7632 -4.1377 -1.130 -1.736 0.789 0.22
H -2.7340 -0.0851 1.8101 0.062 8.784 -1.175 0.22
H 2.7368 2.3351 -2.7343 -1.182 3.281 0.545 0.21
H 3.4277 -0.8718 0.1163 0.615 0.619 -2.167 0.27
H 4.6172 3.0949 -1.2657 0.132 -3.280 0.584 0.25
H 3.7851 -1.4622 -2.3977 -4.337 -10.080 -3.265 0.19
H 0.6405 1.3333 -2.6034 -2.367 3.282 5.257 0.22
H -4.6526 -1.2721 4.8373 -0.428 0.272 0.025 0.22
H -1.6057 -2.8347 2.7396 -0.708 3.147 -1.167 0.22
H -3.8506 -0.1755 -1.5788 -3.071 -0.782 -1.394 0.20
H 1.8956 -0.5539 3.9194 1.970 -3.141 3.841 0.22
H -1.2803 -0.5161 -0.0807 -2.117 -1.478 -0.235 0.23
H -0.7887 -0.6273 -3.4197 2.296 0.634 -0.524 0.19
H -2.8786 -0.0576 -4.2749 -1.502 -2.909 1.138 0.17
H 5.0379 -0.3856 -2.3965 6.406 1.854 -3.069 0.17
H 0.3443 2.1479 0.0847 0.005 0.019 0.963 0.22
H 4.5378 1.5595 0.5985 0.019 -2.326 -1.623 0.23
H -2.1164 0.4309 -5.7553 -0.375 -0.551 -2.054 0.18
H -1.2589 1.5184 2.0591 0.509 -0.642 0.027 0.21
H -4.1350 -2.9641 2.8750 1.719 4.255 -0.668 0.30
H -2.3472 -1.0846 5.8278 -0.345 -0.030 -2.533 0.27
```
Positions in Å, forces in eV/Å.

The calculation puts the HOMO energy at -0.279 Ha.

Listing energy above the lowest of the compared OMol25 structures with the same formula, charge and spin for the structures above in their given order: 41.7, 43.5, 43.4, 76.9, 40.0, 570.0 kcal/mol.